No. 1
2 unconnected molecules or ions with the total composition C6H16N3O3S at a distorted geometry, computed with wB97M-V/def2-TZVPD.

* total charge: +1
* spin multiplicity: 1
* energy relative to the best compared isomer or geometry (same formula, charge and spin): 2.401 eV
* orbital gap: 10.024 eV

Last column: Mulliken charge in e.
Geometry (Å):
S -3.18159 -1.58138 0.93283  -0.065
O -3.23100 1.03179 0.57115  -0.341
O 0.43942 -1.77897 -0.19008  -0.701
O 2.14931 -1.86894 -1.64414  -0.423
N -1.18921 0.02356 0.60488  0.178
N 3.77475 -0.20420 -0.14707  -0.652
N -3.07806 -0.24375 -1.79839  -0.644
C -2.51564 0.01654 0.56839  0.379
C -0.57076 1.36625 0.63585  -0.565
C 2.51147 -0.64024 0.45604  0.148
C 1.60965 -1.49152 -0.50254  0.403
C 1.74211 0.46932 1.13412  -0.982
C 0.84122 1.26954 0.13167  -0.987
H -2.43491 0.54299 -2.00647  0.239
H 4.59087 -0.37597 0.42969  0.245
H -0.99363 2.06696 -0.02332  0.431
H 2.76321 -1.37341 1.11449  0.553
H -0.43038 1.72283 1.62861  0.199
H -4.21614 0.83140 0.69360  0.412
H -3.93243 -0.36045 -2.37008  0.238
H 1.25045 2.31047 0.12763  0.440
H -2.48447 -1.02452 -1.98915  0.271
H 2.44280 1.28597 1.59681  0.401
H -4.44398 -1.28870 0.70176  0.131
H 1.34827 0.00894 2.00773  0.463
H 0.92074 0.99342 -0.89526  0.433
H 3.75815 0.76703 -0.47639  0.210
H -0.44295 -0.73834 0.59567  0.261
H 3.00270 -1.73660 -1.88804  0.330

***

No. 2
A gas-phase ion, C6H16N3S2 (charge +1) at a distorted geometry, computed with wB97M-V/def2-TZVPD.

* total charge: +1
* spin multiplicity: 1
* energy relative to the best compared isomer or geometry (same formula, charge and spin): 5.535 eV
* orbital gap (spin up / spin down): 7.485 / 7.494 eV

Last column: Mulliken charge in e.
Geometry (Å):
S -2.56079 1.01012 1.70316  0.119
S 2.09846 0.59744 -1.50957  0.101
N -1.35553 0.15602 1.12450  -0.077
N 0.01382 1.32695 0.15317  -0.893
N 0.71662 0.23443 -0.21119  0.518
C 0.45053 -2.21174 -0.78392  -1.749
C -1.78492 1.52520 3.25145  -0.739
C 1.21579 1.38359 -2.87299  -0.729
C 1.51067 -0.19195 0.95079  -1.034
C -1.51058 -0.74767 0.02121  -0.698
C -0.17940 -0.83192 -0.77690  0.612
H -1.73421 -1.72637 0.45816  0.373
H 2.01760 0.69207 1.33064  0.389
H -0.38014 -0.54084 -1.81356  0.255
H -2.33589 -0.47768 -0.64859  0.412
H 0.26721 1.77887 -2.52168  0.217
H 0.48168 -2.65211 0.20882  0.435
H 1.83425 2.21405 -3.20154  0.375
H -1.52941 2.57851 3.18757  0.283
H 1.45590 -2.17350 -1.19682  0.389
H -2.49053 1.36321 4.06032  0.363
H 0.83426 -0.57426 1.71051  0.346
H 2.23845 -0.94544 0.66521  0.453
H -0.89646 0.92138 3.39373  0.221
H -0.13883 -2.86355 -1.42534  0.468
H 1.06386 0.67431 -3.68226  0.293
H -0.60322 1.64742 -0.59033  0.297

***

No. 3
A gas-phase ion, C6H16N4 (charge +2) at a distorted geometry, computed with wB97M-V/def2-TZVPD.

* total charge: +2
* spin multiplicity: 1
* energy relative to the best compared isomer or geometry (same formula, charge and spin): 6.240 eV
* orbital gap: 11.781 eV

Last column: Mulliken charge in e.
Geometry (Å):
N -0.23072 -0.40454 0.18459  0.161
N 1.85748 0.27157 1.15007  -0.538
N 0.85008 -3.00317 2.03174  -0.199
N 0.00182 1.01579 -0.49376  -0.321
C 0.99471 -2.02305 1.49016  -0.216
C 1.22666 -0.86228 0.63406  0.371
C -0.86639 -1.32809 -0.70173  -0.639
C -1.10082 1.96723 -0.42773  -0.831
C 0.52425 0.78210 -1.89574  -0.900
C -1.06018 -0.20524 1.33662  -1.151
H -1.60434 1.88260 0.53447  0.395
H -1.25700 -1.29973 1.77566  0.440
H -0.56233 -1.34100 -1.78405  0.373
H 2.89874 0.37229 0.83135  0.329
H -2.16180 -0.07083 1.17036  0.448
H -0.53521 2.77144 -0.66985  0.484
H 1.32688 0.06591 -2.09961  0.325
H -0.65396 0.42259 2.12922  0.432
H 1.97720 0.41511 2.12629  0.252
H 0.59127 1.60120 0.11997  0.533
H 1.74278 -1.28996 -0.21064  0.399
H -1.86760 1.82636 -1.16480  0.341
H -0.37211 0.41584 -2.42878  0.496
H -0.60392 -2.34507 -0.29828  0.360
H -2.01768 -1.34585 -0.86042  0.337
H 0.90217 1.70879 -2.47918  0.318

***

No. 4
2 unconnected molecules or ions with the total composition C6H16NO at a distorted geometry, computed with wB97M-V/def2-TZVPD.

* total charge: +1
* spin multiplicity: 1
* energy relative to the best compared isomer or geometry (same formula, charge and spin): 0.783 eV
* orbital gap: 9.480 eV

Last column: Mulliken charge in e.
Geometry (Å):
O -0.02847 1.36324 2.96586  -0.657
N -1.24852 -0.66611 1.53250  -0.187
C -1.34447 -0.65933 -1.71590  -1.538
C -0.01339 -0.16110 -1.23414  1.187
C -0.30678 -1.62503 0.83059  -0.933
C 0.64870 -0.83113 -0.03439  -0.583
C 0.57497 0.87872 -1.81936  -0.426
C 1.90440 1.49514 -1.45675  -1.210
H 0.93009 1.33417 3.11621  0.317
H 0.24621 -2.14503 1.60020  0.429
H -1.41419 -0.95747 2.49211  0.361
H -0.80502 0.26079 1.55773  0.355
H 2.67479 0.77620 -1.68027  0.327
H -1.33501 -1.70078 -2.04376  0.335
H -2.11218 -0.63766 0.98715  0.336
H -1.65378 -0.04381 -2.55229  0.372
H -2.18660 -0.66198 -1.00677  0.252
H -0.22696 2.30730 3.00408  0.320
H 1.48743 -1.44566 -0.34199  0.496
H 1.07139 -0.06951 0.64352  0.154
H 2.06358 2.38108 -2.04951  0.374
H 1.92619 1.82334 -0.42285  0.268
H -0.84942 -2.35907 0.24727  0.354
H -0.00295 1.34370 -2.61924  0.295

***

No. 5
2 unconnected molecules or ions with the total composition C6H16NO at a distorted geometry, computed with wB97M-V/def2-TZVPD.

* total charge: +1
* spin multiplicity: 1
* energy relative to the best compared isomer or geometry (same formula, charge and spin): 5.827 eV
* orbital gap: 3.998 eV

Last column: Mulliken charge in e.
Geometry (Å):
O -2.76362 -0.55025 -1.26172  -0.421
N -5.45799 -0.23747 1.19630  -0.616
C 1.83522 0.94975 0.46357  -0.435
C 3.80010 -0.73442 0.39834  -1.121
C -0.18965 -0.18554 -0.92477  0.449
C 0.60710 -0.10937 0.27999  -0.867
C 3.08883 0.50382 -0.24241  -0.305
C -1.61644 0.35674 -1.01735  -0.561
H -5.60061 0.64952 1.60806  0.205
H -2.43347 -1.34902 -1.66127  0.315
H 2.92154 0.19118 -1.32563  0.230
H -1.69363 0.95809 -1.79604  0.378
H 2.18297 1.00669 1.57499  0.347
H -4.80591 -0.31027 0.46635  0.175
H -6.37487 -0.71650 1.03631  0.220
H 3.69944 -0.71154 1.58739  0.250
H 3.39497 -1.64005 -0.07541  0.299
H 0.13358 -0.34052 -1.98669  0.376
H 1.01704 -1.05677 0.62073  0.462
H 4.87467 -0.87768 0.27992  0.356
H 3.83301 1.35505 -0.23014  0.317
H -1.95261 0.82520 -0.11927  0.320
H 1.49815 1.95072 -0.05103  0.282
H 0.00218 0.07262 1.17977  0.345

***

No. 6
3 unconnected molecules or ions with the total composition C6H16NO3 at a distorted geometry, computed with wB97M-V/def2-TZVPD.

* total charge: +2
* spin multiplicity: 2
* orbital gap (spin up / spin down): 9.343 / 5.820 eV

Last column: Mulliken charge in e.
Geometry (Å):
O 0.14604 -2.62235 -1.31003  -0.633
O 0.96032 -1.10728 -3.44273  -0.579
O 2.59225 2.08592 -0.12231  -0.364
N 1.10541 0.05947 -1.04902  -0.413
C -2.74528 0.76637 1.25017  -1.302
C -1.34301 0.59640 1.58200  0.957
C -0.40730 1.24460 0.57919  -0.966
C 2.15825 1.38219 0.74515  -0.238
C 0.95826 0.50642 0.39916  0.014
C -0.79703 0.11258 2.75650  -0.730
H 1.13554 -0.91553 -4.36214  0.307
H 0.18087 0.38049 3.13107  0.350
H 1.06957 -0.42952 0.95571  0.629
H -0.23606 2.27151 0.91580  0.500
H -2.97204 0.24829 0.30203  0.386
H -3.07156 1.80842 1.16169  0.362
H 1.15936 -1.99442 -3.10840  0.317
H 0.57807 -3.46916 -1.38252  0.301
H -1.41849 -0.51657 3.39536  0.348
H 0.36378 -0.59845 -1.32404  0.398
H 2.64533 1.22026 1.71547  0.393
H 1.93560 -0.52450 -0.99900  0.372
H 1.13035 0.73317 -1.81022  0.333
H -0.87013 1.28117 -0.40596  0.528
H -3.46834 0.29935 1.93118  0.409
H -0.78974 -2.81882 -1.50414  0.320

***

No. 7
A molecular structure, C6H16NO9S2Sn at a distorted geometry, computed with wB97M-V/def2-TZVPD.

* total charge: +1
* spin multiplicity: 1
* orbital gap: 4.829 eV

Last column: Mulliken charge in e.
Geometry (Å):
Sn 2.81957 -1.58219 0.76377  1.609
S 2.46885 1.62072 -2.12668  0.906
S -0.66202 0.46561 2.21804  1.065
O 0.14634 -4.91099 0.87164  -0.557
O -0.67830 1.76593 1.62303  -0.583
O -0.21504 -4.52172 2.94866  -0.515
O 0.28505 -0.56552 1.81791  -0.408
O 2.81943 2.94350 -1.67484  -0.546
O -2.13967 -0.16391 1.98110  -0.344
O 0.86536 1.57326 -2.53864  -0.301
O 2.66317 0.49509 -1.22495  -0.469
O 1.60602 -3.81738 2.07809  -0.625
N 0.50078 -4.44183 1.95964  0.963
C -2.26738 -1.51756 2.45516  -0.360
C -2.44799 -2.47205 1.27432  -1.058
C 0.21817 2.78620 -2.88377  -0.210
C -0.66586 0.77066 4.01289  -0.954
C -1.11854 2.40129 -3.57858  -1.116
C 3.19273 1.11791 -3.70135  -0.938
H -1.52925 -2.48199 0.69047  0.168
H -1.25054 3.03262 -4.45802  0.334
H -2.00403 2.49138 -2.95527  0.295
H 0.03870 3.31142 -1.94212  0.294
H -1.04178 1.39892 -3.99932  0.331
H 2.79185 0.15442 -3.99584  0.336
H -2.57706 -3.47263 1.68788  0.360
H 0.79944 3.53171 -3.43023  0.402
H -1.53738 1.39969 4.18442  0.371
H -3.32977 -2.17275 0.71058  0.369
H 4.25977 1.23207 -3.51171  0.400
H 2.92779 1.93937 -4.36741  0.343
H -1.38249 -1.90767 2.96523  0.309
H -3.02073 -1.57027 3.24118  0.416
H 0.24674 1.29492 4.28864  0.380
H -0.78195 -0.12824 4.61610  0.333

***

No. 8
2 unconnected molecules or ions with the total composition C6H16NOSi at a distorted geometry, computed with wB97M-V/def2-TZVPD.

* total charge: -1
* spin multiplicity: 1
* energy relative to the best compared isomer or geometry (same formula, charge and spin): 3.091 eV
* orbital gap (spin up / spin down): 7.524 / 7.697 eV

Last column: Mulliken charge in e.
Geometry (Å):
Si 0.26684 0.17377 0.23260  0.347
O 1.38150 0.81981 1.14026  -0.773
N 2.82390 2.11679 1.67672  -0.292
C 1.48307 -0.42104 -2.27567  -1.255
C 0.31840 0.28294 -1.73728  -0.440
C -0.27339 -1.87220 2.17570  -1.102
C -1.57092 0.65762 0.48037  -0.564
C 0.31846 -1.73429 0.74126  -0.642
C -2.04367 1.83037 -0.40393  -1.250
H -1.24308 2.47098 -0.66779  0.240
H 2.40500 0.21756 -2.06136  0.206
H 0.38290 1.31572 -1.94718  0.350
H 1.36877 -0.64092 -3.36828  0.367
H 1.28688 -2.08475 0.71256  0.432
H -2.86431 2.32526 0.08264  0.411
H 3.50308 1.32094 1.63348  0.147
H -1.34782 -1.63196 1.97738  0.196
H 1.64094 -1.44078 -1.94295  0.310
H -2.57101 1.43962 -1.32059  0.263
H -0.33154 -2.18583 -0.04980  0.274
H -0.29843 -2.81057 2.66018  0.401
H -1.87784 0.98020 1.52845  0.408
H -2.29042 -0.14247 0.46232  0.428
H 0.09806 -0.99717 2.70071  0.250
H -0.56537 0.01041 -2.42979  0.287

***

No. 9
2 unconnected molecules or ions with the total composition C6H16NS at a distorted geometry, computed with wB97M-V/def2-TZVPD.

* total charge: +1
* spin multiplicity: 1
* energy relative to the best compared isomer or geometry (same formula, charge and spin): 2.459 eV
* orbital gap: 9.866 eV

Last column: Mulliken charge in e.
Geometry (Å):
S 1.75221 -1.41828 0.48489  0.086
N -0.26688 -0.38274 -1.46708  -0.101
C -0.48462 -0.11046 1.31811  -0.512
C -1.15963 -1.55294 -1.32630  -0.750
C 1.44745 1.19998 0.09519  -1.103
C -0.15521 0.24228 2.70424  -1.361
C 0.68698 0.00431 0.34582  0.456
C -0.79645 0.86080 -1.78136  -1.076
H 0.98050 2.00071 -0.37030  0.410
H -1.61188 0.69727 -2.45328  0.442
H 2.36556 -1.00959 -0.64927  0.174
H -0.82027 -1.15808 1.34224  0.388
H -1.14818 1.31326 -0.90171  0.386
H 0.71078 -0.47077 2.91443  0.310
H -0.97834 -0.00011 3.32622  0.399
H -0.67496 -2.17400 -0.50306  0.264
H 0.26315 1.21384 2.79589  0.367
H 0.02424 1.46064 -2.25471  0.331
H -2.13436 -1.16495 -0.97491  0.351
H 2.34570 0.95710 -0.59935  0.365
H -1.26390 -2.18718 -2.24398  0.306
H -1.34658 0.58549 1.05869  0.197
H 0.61130 -0.56863 -2.00156  0.402
H 1.65340 1.66205 1.14116  0.270